C2H10O4 | ωB97M-V/def2-TZVPD

Results
SMILES string ... C=CO.O.O.O
ΔE to the lowest compared entry with this formula, charge and spin ... 27.7 kcal per mole
HOMO level ... -9.2828 eV
Largest force on an atom ... 1.0 eV/Å
Molecular weight ... 98.10 g mol⁻¹

The geometry in ORCA input format:
```
! wB97M-V def2-TZVPD RIJCOSX def2/J DEFGRID3
* xyz 0 1
C 1.56 2.82 0.61
C 2.48 2.06 0.06
O 2.23 0.89 -0.63
H 1.90 3.74 1.07
H 0.50 2.64 0.59
H 3.55 2.26 0.07
H 1.34 0.61 -0.41
O -2.09 -1.93 5.99
H -2.62 -2.36 5.30
H -1.52 -2.67 6.25
O -4.67 -2.79 -2.42
H -4.29 -2.40 -1.61
H -4.27 -2.22 -3.09
O 1.60 0.16 -3.61
H 2.16 -0.29 -2.98
H 2.13 0.36 -4.38
*
```

C2H10O4 | ωB97M-V/def2-TZVPD

Results
SMILES string ... CC=O.O.O.O
ΔE to the lowest compared entry with this formula, charge and spin ... 27.3 kcal per mole
HOMO level ... -10.3070 eV
Largest force on an atom ... 4.9 eV/Å
Molecular weight ... 98.10 g mol⁻¹

The geometry in ORCA input format:
```
! wB97M-V def2-TZVPD RIJCOSX def2/J DEFGRID3
* xyz 0 1
C -0.47 -1.19 1.47
C -1.80 -0.51 1.07
O -2.14 0.20 0.09
H -0.11 -0.41 2.22
H 0.30 -1.13 0.60
H -0.54 -2.09 2.02
H -2.42 -0.53 1.91
O -0.99 1.37 -2.04
H -1.42 0.88 -1.31
H -1.25 1.32 -2.98
O 1.49 0.90 -1.15
H 1.78 1.59 -1.70
H 0.48 0.87 -1.41
O 2.41 -0.41 0.77
H 2.73 -1.08 0.21
H 1.96 0.21 0.22
*
```

C2H10O4 | ωB97M-V/def2-TZVPD

Results
SMILES string ... C=CO.O.O.O
ΔE to the lowest compared entry with this formula, charge and spin ... 47.6 kcal per mole
HOMO level ... -9.3513 eV
Largest force on an atom ... 6.8 eV/Å
Molecular weight ... 98.10 g mol⁻¹

The geometry in ORCA input format:
```
! wB97M-V def2-TZVPD RIJCOSX def2/J DEFGRID3
* xyz 0 1
C -2.77 -0.69 -0.44
C -1.51 -0.67 -0.70
O -0.43 -0.89 0.14
H -3.48 -0.65 -1.31
H -3.28 -0.75 0.54
H -1.20 -0.94 -1.73
H 0.48 -0.49 0.07
O 2.22 -0.67 -1.09
H 2.07 0.15 -0.78
H 3.26 -0.81 -0.99
O 0.84 0.44 2.32
H 1.67 -0.01 2.31
H 0.21 -0.13 1.99
O 0.91 1.67 -0.20
H 0.80 2.52 -0.66
H 0.22 1.92 0.54
*
```